Entry from the OMol25 dataset: a cluster of 4 separate species, C23H36O9 in total in a non-equilibrium geometry (ωB97M-V/def2-TZVPD).

Bonds (Å) are listed after each position.
CARTESIAN COORDINATES (ANGSTROEM)
1 C 2.64 1.65 -1.60  C2 1.664, H15 1.190, H16 1.185, H17 1.171
2 C 1.80 0.22 -1.78  C1 1.664, C3 1.643, C14 1.655
3 C 2.27 -1.02 -2.74  C2 1.643, C4 1.673, H18 1.174
4 C 1.38 -2.42 -2.94  C3 1.673, C5 1.640, H19 1.175
5 C -0.04 -2.53 -2.12  C4 1.640, C6 1.643, H20 1.189
6 C -0.49 -1.28 -1.15  C5 1.643, C7 1.669, C14 1.661
7 C -1.94 -1.33 -0.33  C6 1.669, C8 1.672, H21 1.182, H22 1.187
8 C -3.05 -0.64 -1.38  C7 1.672, C9 1.654, O13 1.500, H23 1.183
9 C -3.71 0.78 -0.86  C8 1.654, O10 1.472, H24 1.170, H25 1.193
10 O -3.82 1.60 -2.08  C9 1.472, C11 1.497
11 C -2.51 1.35 -2.76  O10 1.497, O12 1.336, O13 1.485
12 O -1.71 2.26 -3.32  C11 1.336
13 O -2.38 -0.12 -2.62  C8 1.500, C11 1.485
14 C 0.38 0.12 -0.94  C2 1.655, C6 1.661, H26 1.187
15 H 1.83 2.49 -1.37  C1 1.190
16 H 3.09 1.88 -2.66  C1 1.185
17 H 3.43 1.61 -0.74  C1 1.171
18 H 3.28 -0.90 -3.33  C3 1.174
19 H 1.72 -3.32 -3.62  C4 1.175
20 H -0.76 -3.46 -2.21  C5 1.189
21 H -1.85 -0.72 0.68  C7 1.182
22 H -2.25 -2.45 -0.08  C7 1.187
23 H -3.77 -1.47 -1.82  C8 1.183
24 H -4.67 0.41 -0.31  C9 1.170
25 H -2.84 1.27 -0.20  C9 1.193
26 H -0.02 1.00 -0.24  C14 1.187
27 C 4.82 -3.28 0.52  C28 1.517, H33 1.092, H34 1.093, H35 1.095
28 C 4.26 -2.95 1.90  C27 1.517, O29 1.439, H36 1.094, H37 1.096
29 O 3.08 -2.14 1.79  C28 1.439, C30 1.352
30 C 1.83 -2.63 1.59  O29 1.352, C31 1.501, O32 1.228
31 C 1.67 -4.06 1.18  C30 1.501, H38 1.094, H39 1.094, H40 1.088
32 O 0.85 -1.89 1.66  C30 1.228
33 H 4.11 -3.86 -0.07  C27 1.092
34 H 5.75 -3.85 0.61  C27 1.093
35 H 5.02 -2.36 -0.03  C27 1.095
36 H 4.07 -3.85 2.50  C28 1.094
37 H 4.99 -2.36 2.45  C28 1.096
38 H 1.59 -4.12 0.09  C31 1.094
39 H 0.74 -4.45 1.62  C31 1.094
40 H 2.47 -4.72 1.52  C31 1.088
41 C 5.17 4.33 1.28  C42 1.517, H47 1.092, H48 1.093, H49 1.095
42 C 6.44 3.78 0.67  C41 1.517, O43 1.439, H50 1.094, H51 1.096
43 O 6.19 3.23 -0.64  C42 1.439, C44 1.352
44 C 6.15 3.95 -1.78  O43 1.352, C45 1.501, O46 1.228
45 C 6.12 5.45 -1.69  C44 1.501, H52 1.094, H53 1.094, H54 1.088
46 O 6.08 3.38 -2.87  C44 1.228
47 H 4.76 5.15 0.69  C41 1.092
48 H 5.36 4.70 2.29  C41 1.093
49 H 4.40 3.56 1.32  C41 1.095
50 H 7.25 4.51 0.63  C42 1.094
51 H 6.80 2.95 1.29  C42 1.096
52 H 5.08 5.78 -1.75  C45 1.094
53 H 6.68 5.86 -2.54  C45 1.094
54 H 6.58 5.85 -0.80  C45 1.088
55 C -8.97 -1.02 3.60  C56 1.517, H61 1.092, H62 1.093, H63 1.095
56 C -7.90 -0.06 3.10  C55 1.517, O57 1.439, H64 1.094, H65 1.096
57 O -6.89 -0.77 2.36  C56 1.439, C58 1.352
58 C -6.97 -1.09 1.05  O57 1.352, C59 1.501, O60 1.228
59 C -8.30 -0.97 0.36  C58 1.501, H66 1.094, H67 1.094, H68 1.088
60 O -6.00 -1.56 0.46  C58 1.228
61 H -9.48 -1.52 2.78  C55 1.092
62 H -9.71 -0.49 4.21  C55 1.093
63 H -8.51 -1.80 4.22  C55 1.095
64 H -8.32 0.76 2.51  C56 1.094
65 H -7.40 0.40 3.95  C56 1.096
66 H -8.81 -1.94 0.38  C59 1.094
67 H -8.12 -0.67 -0.68  C59 1.094
68 H -8.95 -0.21 0.79  C59 1.088

## Properties
Structure (SMILES) ... Cc1cccc(C[C@H]2COC(=O)O2)c1.CCOC(C)=O.CCOC(C)=O.CCOC(C)=O
Lowest unoccupied orbital energy ... 0.607 eV
Total energy ... -1574.7313 Eh
HOMO ... -7.70 eV
M ... 456.5 Da